{
  "formula": "C2H3ClN4",
  "method": "wB97M-V/def2-TZVPD",
  "elements": ["N", "C", "N", "Cl", "H", "N", "C", "N", "H", "H"],
  "xyz": [[1.808, 0.469, -1.895], [1.169, -0.312, -1.199], [0.359, -0.895, -0.543], [0.384, -2.371, 0.287], [2.312, 1.128, -1.295], [-1.893, 0.806, -0.016], [-1.235, 0.473, 0.940], [-0.559, 0.417, 1.922], [-2.753, 0.381, -0.271], [0.407, -0.098, 2.069]],
  "forces_ev_per_angstrom": [[0.21, -0.15, 0.37], [1.30, 0.87, -0.70], [-1.53, -1.52, 0.85], [0.48, 0.27, -0.48], [0.06, 0.03, -0.42], [-0.34, 0.66, -0.54], [-0.32, 0.40, -0.62], [3.82, -1.45, 2.49], [-0.50, -0.46, -0.17], [-3.18, 1.35, -0.77]],
  "orbital_gap_ha": 0.3624,
  "total_charge": 0,
  "smiles": "N=C=NCl.N=C=N"
}

{
  "formula": "C2H3ClN4O2S",
  "method": "wB97M-V/def2-TZVPD",
  "elements": ["C", "C", "N", "N", "N", "S", "O", "O", "Cl", "N", "H", "H", "H"],
  "xyz": [[-0.736, 1.769, -1.843], [-0.412, 0.982, -0.679], [-0.163, 1.436, 0.568], [0.300, 0.451, 1.298], [0.255, -0.633, 0.542], [0.717, -2.102, 1.783], [-0.487, -2.483, 2.457], [1.864, -1.551, 2.356], [1.204, -3.527, 0.423], [-0.189, -0.382, -0.695], [-1.443, 2.589, -1.494], [-1.236, 1.150, -2.589], [0.327, 2.302, -2.126]],
  "forces_ev_per_angstrom": [[1.07, 2.82, -0.11], [1.02, -4.20, 2.51], [0.69, 0.42, 0.19], [-0.93, 0.36, -0.55], [0.12, 0.34, 0.88], [-2.33, 0.75, -2.52], [1.33, 0.35, -0.67], [0.76, -0.13, 0.68], [-0.23, 0.62, 0.57], [-0.07, 0.52, -0.03], [0.92, -0.86, -0.67], [0.53, 0.31, -0.26], [-2.89, -1.30, -0.01]],
  "orbital_gap_ha": 0.3280,
  "total_charge": 0,
  "smiles": "Cc1nnn(S(=O)(=O)Cl)n1"
}

{
  "formula": "C2H3ClN4O2S",
  "method": "wB97M-V/def2-TZVPD",
  "elements": ["N", "C", "N", "N", "N", "C", "S", "O", "O", "Cl", "H", "H", "H"],
  "xyz": [[-0.886, -0.779, -1.500], [-0.072, 0.130, -0.971], [0.051, 1.360, -1.423], [0.925, 1.995, -0.690], [1.500, 1.272, 0.159], [0.924, -0.019, 0.193], [-0.050, 0.013, 1.691], [-1.156, 0.895, 1.528], [0.728, -0.007, 2.867], [-0.867, -1.875, 1.457], [-1.151, -1.694, -1.286], [-1.629, -0.449, -2.157], [1.683, -0.843, 0.133]],
  "forces_ev_per_angstrom": [[-1.91, 1.92, -2.28], [0.55, -0.43, 0.02], [-2.71, -1.99, -1.62], [2.08, 0.78, 1.24], [1.42, 1.62, 1.24], [-0.46, -0.71, -1.65], [-1.19, -0.60, 0.16], [0.42, 0.09, -0.10], [0.53, -0.05, 0.20], [0.10, -0.18, 0.31], [0.72, -1.39, 1.48], [1.38, 0.31, 0.68], [-0.93, 0.65, 0.33]],
  "orbital_gap_ha": 0.3366,
  "total_charge": 0,
  "smiles": "NC1=NN=N[C@H]1S(=O)(=O)Cl"
}

{
  "formula": "C2H3ClNOP",
  "method": "wB97M-V/def2-TZVPD",
  "elements": ["C", "P", "O", "Cl", "C", "N", "H", "H", "H"],
  "xyz": [[-1.125, 0.385, -0.102], [0.619, 0.165, 0.252], [1.161, 0.595, 2.043], [1.396, 1.535, -0.933], [1.187, -1.451, -0.324], [1.543, -2.497, -0.615], [-1.913, -0.263, 0.363], [-1.504, 1.192, 0.455], [-1.364, 0.338, -1.138]],
  "forces_ev_per_angstrom": [[-1.35, -2.27, 1.02], [1.67, 1.62, 7.60], [-2.31, -2.09, -7.22], [0.46, 0.00, -0.53], [-0.55, 1.44, 0.38], [0.20, -0.61, -0.21], [1.42, -0.85, -0.19], [0.36, 2.20, 0.05], [0.09, 0.56, -0.89]],
  "orbital_gap_ha": 0.3565,
  "total_charge": 0,
  "smiles": "C[P@](=O)(Cl)C#N"
}

{
  "formula": "C2H3ClO2",
  "method": "wB97M-V/def2-TZVPD",
  "elements": ["C", "C", "O", "O", "Cl", "H", "H", "H"],
  "xyz": [[1.437, 1.174, -0.036], [-0.725, 0.311, -0.427], [2.026, 2.219, -0.009], [-0.777, -0.979, 0.093], [-1.992, 1.389, 0.079], [-0.473, 0.385, -1.490], [1.822, 0.136, -0.158], [-1.371, -1.103, 0.927]],
  "forces_ev_per_angstrom": [[-1.03, 0.56, -0.61], [1.94, 0.66, 1.24], [-1.62, -2.33, 0.10], [-1.03, 0.55, 0.96], [0.02, -0.18, -0.12], [-0.53, -0.54, 0.38], [0.66, 0.28, 0.28], [1.60, 0.99, -2.22]],
  "orbital_gap_ha": [0.3068, 0.3080],
  "total_charge": 0
}

{
  "formula": "C2H3ClO2P",
  "method": "wB97M-V/def2-TZVPD",
  "elements": ["C", "C", "O", "O", "P", "Cl", "H", "H", "H"],
  "xyz": [[-0.487, 1.796, -0.270], [0.440, 0.890, -0.591], [1.084, -2.690, -0.352], [-1.383, -2.296, 0.129], [-0.005, -1.720, 0.086], [0.604, -1.259, 2.072], [-0.191, 2.760, -0.260], [-1.519, 1.521, -0.124], [1.458, 0.998, -0.691]],
  "forces_ev_per_angstrom": [[0.49, -4.47, -0.89], [-2.90, 2.52, 0.39], [-0.07, 1.14, -0.19], [-0.78, 0.60, 0.15], [0.43, -3.58, -0.46], [0.13, 0.49, 0.95], [0.71, 3.36, 0.39], [-0.26, 0.03, 0.03], [2.25, -0.09, -0.37]],
  "orbital_gap_ha": [0.2387, 0.2649],
  "multiplicity": 3,
  "total_charge": -1,
  "s_squared": 2.02
}

{
  "formula": "C2H3ClO2S",
  "method": "wB97M-V/def2-TZVPD",
  "elements": ["C", "C", "O", "O", "S", "Cl", "H", "H", "H"],
  "xyz": [[0.679, 0.066, -0.878], [-0.264, 0.670, 0.156], [-0.506, -1.846, 0.757], [0.010, 0.504, 1.478], [-0.784, -1.001, -0.496], [-1.310, 2.129, -0.167], [0.809, 0.356, -1.918], [1.640, -0.317, -0.472], [-0.276, -0.561, 1.539]],
  "forces_ev_per_angstrom": [[0.53, -0.10, 1.30], [0.14, 0.88, 0.16], [-0.12, 0.86, -0.93], [-0.77, -1.77, -1.53], [-0.04, -0.63, 0.33], [0.92, -1.17, -0.12], [-0.65, 0.29, 0.15], [-0.86, 0.24, 0.00], [0.84, 1.40, 0.64]],
  "orbital_gap_ha": 0.3886,
  "total_charge": 0
}

{
  "formula": "C2H3ClO2S",
  "method": "wB97M-V/def2-TZVPD",
  "elements": ["O", "C", "Cl", "C", "S", "O", "H", "H", "H"],
  "xyz": [[1.424, -1.515, 0.898], [1.242, -0.664, 0.105], [2.346, 0.637, -0.296], [-0.076, -0.449, -0.645], [-0.685, 1.203, -0.136], [-1.721, 0.707, 1.040], [0.220, -0.239, -1.819], [-0.907, -1.220, -0.789], [-1.842, 1.540, 1.642]],
  "forces_ev_per_angstrom": [[0.75, -0.10, 0.27], [-2.10, -0.69, -0.30], [0.90, -0.03, 0.06], [0.15, 1.23, -3.79], [0.10, -0.57, -1.15], [-0.98, 2.14, 2.26], [-0.54, -0.40, 2.88], [1.39, 0.82, 1.16], [0.34, -2.41, -1.40]],
  "orbital_gap_ha": 0.3297,
  "total_charge": 0,
  "smiles": "O=C(Cl)CSO"
}

{
  "formula": "C2H3ClO3S",
  "method": "wB97M-V/def2-TZVPD",
  "elements": ["C", "C", "O", "O", "O", "S", "Cl", "H", "H", "H"],
  "xyz": [[1.138, 0.795, -0.493], [-2.453, -0.462, -0.368], [-1.891, -0.464, -1.364], [1.009, -1.416, 0.973], [-3.033, -0.463, 0.618], [2.162, -0.378, 0.417], [0.084, 1.775, 0.583], [1.814, 1.465, -1.018], [0.489, 0.260, -1.183], [0.681, -1.113, 1.834]],
  "forces_ev_per_angstrom": [[-0.05, -0.22, 0.13], [-0.15, -0.01, 0.22], [0.98, 0.01, -1.63], [-2.63, -1.74, 0.85], [-0.79, 0.00, 1.44], [3.28, 2.16, -1.48], [0.05, -0.15, -0.04], [-0.22, 0.09, 0.10], [-0.01, -0.04, -0.07], [-0.47, -0.10, 0.47]],
  "orbital_gap_ha": [0.2207, 0.3023],
  "multiplicity": 3,
  "total_charge": 0,
  "s_squared": 2.01
}

{
  "formula": "C2H3CuMgO",
  "method": "wB97M-V/def2-TZVPD",
  "elements": ["O", "C", "Mg", "Cu", "H", "C", "H", "H"],
  "xyz": [[1.767, 1.057, 0.240], [1.116, 0.592, -0.762], [0.490, -0.057, 1.888], [0.238, -1.721, -0.979], [1.244, 1.215, -1.681], [-1.214, -0.290, 0.620], [-1.955, -1.067, 0.876], [-1.686, 0.271, -0.201]],
  "forces_ev_per_angstrom": [[-2.79, -1.87, -1.27], [2.52, 0.00, 1.58], [-0.22, 0.96, -2.15], [-0.15, 1.99, 0.66], [-0.26, -0.13, 0.27], [-0.14, -1.37, 0.44], [0.31, 0.09, 0.09], [0.74, 0.34, 0.39]],
  "orbital_gap_ha": [0.2128, 0.2338],
  "multiplicity": 2,
  "total_charge": 1,
  "s_squared": 0.79
}

{
  "formula": "C2H3EuO",
  "method": "wB97M-V/def2-TZVPD",
  "elements": ["O", "Eu", "H", "C", "C", "H", "H"],
  "xyz": [[-0.968, -0.533, 0.372], [-0.286, 0.243, -1.771], [-1.911, -0.733, 0.500], [0.646, -1.026, 1.948], [-0.309, -0.205, 1.564], [0.835, -1.269, 2.994], [1.470, -1.378, 1.317]],
  "forces_ev_per_angstrom": [[-0.16, 1.44, 2.64], [0.35, 0.76, -2.20], [-0.99, -0.30, 0.32], [0.54, 0.37, 2.33], [0.09, -2.27, -3.43], [-0.08, -0.28, 0.67], [0.24, 0.27, -0.34]],
  "orbital_gap_ha": [0.2651, 0.3248],
  "multiplicity": 8,
  "total_charge": 3,
  "s_squared": 16.14
}

{
  "formula": "C2H3F",
  "method": "wB97M-V/def2-TZVPD",
  "elements": ["C", "C", "F", "H", "H", "H"],
  "xyz": [[-0.523, 0.408, -0.031], [0.479, -0.455, 0.015], [1.717, 0.051, -0.092], [-1.579, 0.137, 0.036], [-0.369, 1.588, 0.152], [0.275, -1.729, -0.080]],
  "forces_ev_per_angstrom": [[-0.57, 2.72, 1.47], [-1.50, -2.54, -1.26], [0.27, -0.97, 0.37], [0.53, -0.35, -0.14], [0.04, -2.98, -0.83], [1.23, 4.12, 0.39]],
  "orbital_gap_ha": 0.4183,
  "total_charge": 0,
  "smiles": "C=CF"
}

{
  "formula": "C2H3F2I",
  "method": "wB97M-V/def2-TZVPD",
  "elements": ["F", "C", "C", "F", "I", "H", "H", "H"],
  "xyz": [[-0.403, -1.251, -0.925], [-0.292, -0.474, 0.169], [1.072, 0.206, 0.102], [1.265, 1.202, 0.907], [2.467, -1.571, 1.143], [-1.109, 0.370, 0.206], [-0.312, -0.957, 1.079], [1.530, 0.140, -0.940]],
  "forces_ev_per_angstrom": [[-0.34, -0.58, -0.24], [-0.47, 4.20, -0.82], [1.28, -3.92, -0.88], [-0.06, 1.32, -0.01], [-0.64, 1.08, -0.83], [1.25, -1.47, -0.42], [-0.60, -1.65, 1.68], [-0.43, 1.00, 1.52]],
  "orbital_gap_ha": 0.3272,
  "total_charge": 0,
  "smiles": "FC[C@@H](F)I"
}

{
  "formula": "C2H3F2IO",
  "method": "wB97M-V/def2-TZVPD",
  "elements": ["O", "C", "F", "F", "C", "I", "H", "H", "H"],
  "xyz": [[-1.368, 0.190, 0.851], [-0.471, -0.207, -0.025], [-0.933, -0.143, -1.282], [-0.268, -1.649, 0.214], [0.859, 0.427, 0.083], [2.050, 0.263, -1.728], [-2.060, -0.538, 0.892], [0.763, 1.514, 0.116], [1.429, 0.144, 0.881]],
  "forces_ev_per_angstrom": [[-1.77, -0.56, 0.99], [0.99, -3.20, -0.41], [-0.48, -0.05, -0.31], [-0.28, 1.69, -0.50], [-0.20, 2.37, -2.55], [-0.17, -0.25, 0.57], [1.00, 1.29, 0.00], [-0.34, -0.15, 0.21], [1.24, -1.13, 1.99]],
  "orbital_gap_ha": 0.3639,
  "total_charge": 0,
  "smiles": "OC(F)(F)CI"
}

{
  "formula": "C2H3F2O2S",
  "method": "wB97M-V/def2-TZVPD",
  "elements": ["C", "C", "O", "O", "F", "F", "S", "H", "H", "H"],
  "xyz": [[1.406, 0.327, -0.989], [-0.293, 0.254, 0.980], [-1.181, -2.071, 0.003], [-2.602, -0.110, -0.405], [0.573, -0.161, 1.925], [-0.636, 1.597, 1.257], [-1.789, -0.851, 0.577], [1.053, -0.636, -1.450], [2.362, 0.442, -0.328], [1.107, 1.208, -1.569]],
  "forces_ev_per_angstrom": [[-0.21, -0.23, 1.35], [1.59, 1.93, -2.06], [0.48, 0.32, 0.12], [0.53, 0.49, 0.03], [-0.88, 0.21, 0.02], [0.45, -1.98, 0.07], [-0.98, -0.87, 0.65], [0.82, 0.94, 0.84], [-1.98, -0.56, -1.44], [0.18, -0.24, 0.41]],
  "orbital_gap_ha": [0.2605, 0.2778],
  "total_charge": -1
}

{
  "formula": "C2H3F2O2Si",
  "method": "wB97M-V/def2-TZVPD",
  "elements": ["C", "C", "O", "O", "F", "F", "Si", "H", "H", "H"],
  "xyz": [[-0.787, -0.384, 1.176], [-0.801, -0.161, -0.355], [-1.794, -0.406, 1.863], [0.458, -0.622, 1.473], [1.221, 1.653, 0.245], [1.184, 0.551, -1.912], [1.006, 0.169, -0.336], [-1.505, 0.827, -0.945], [-1.210, -1.121, -0.969], [2.230, -0.504, -0.241]],
  "forces_ev_per_angstrom": [[-1.23, -0.43, -0.98], [-2.97, 0.49, -2.99], [0.42, 0.01, 0.62], [-0.17, 0.66, -0.40], [0.11, 0.54, 0.51], [0.37, 0.18, -1.20], [-1.01, 0.55, 0.27], [2.08, -2.93, 2.26], [1.08, 2.08, 1.67], [1.31, -1.15, 0.24]],
  "orbital_gap_ha": 0.3435,
  "total_charge": -1
}

{
  "formula": "C2H3F2OP",
  "method": "wB97M-V/def2-TZVPD",
  "elements": ["C", "C", "F", "F", "P", "O", "H", "H", "H"],
  "xyz": [[-1.057, 0.185, 0.066], [0.548, -0.744, 0.048], [0.503, -1.813, 0.821], [0.839, -1.104, -1.174], [1.497, 0.819, 0.577], [1.735, 1.635, -0.602], [-1.953, -0.473, -0.286], [-0.917, 1.096, -0.605], [-1.194, 0.397, 1.156]],
  "forces_ev_per_angstrom": [[1.08, -1.85, -0.27], [-2.88, 3.70, -0.11], [-0.08, -0.51, 0.80], [0.17, -0.77, -1.70], [0.06, -0.84, 1.89], [0.08, 0.29, -1.19], [1.92, 0.99, 0.50], [-0.27, -1.24, 1.09], [-0.07, 0.24, -1.01]],
  "orbital_gap_ha": 0.3101,
  "total_charge": 0,
  "smiles": "CC(F)(F)P=O"
}

{
  "formula": "C2H3F2P",
  "method": "wB97M-V/def2-TZVPD",
  "elements": ["C", "C", "F", "F", "P", "H", "H", "H"],
  "xyz": [[-0.229, -0.100, -0.460], [0.823, -0.518, 0.276], [3.165, -1.452, 0.587], [3.474, 1.846, -0.099], [2.341, -0.454, -0.497], [-1.242, 0.030, -0.023], [0.018, 0.202, -1.459], [0.592, -0.789, 1.251]],
  "forces_ev_per_angstrom": [[0.55, 0.24, 0.65], [-2.07, 0.91, -0.47], [-1.27, 1.92, -1.80], [-1.47, -2.61, -0.18], [3.80, 0.14, 1.24], [0.81, -0.32, -0.67], [-0.64, 0.31, -0.64], [0.29, -0.59, 1.86]],
  "orbital_gap_ha": [0.2846, 0.2827],
  "total_charge": 0
}

{
  "formula": "C2H3F3IN",
  "method": "wB97M-V/def2-TZVPD",
  "elements": ["C", "C", "N", "F", "F", "F", "I", "H", "H", "H"],
  "xyz": [[-0.968, -0.191, 1.229], [1.241, -0.598, -0.874], [-1.683, 0.613, 0.402], [2.418, -0.346, -0.350], [1.403, -1.697, -1.590], [0.940, 0.400, -1.705], [-0.072, 0.858, 2.917], [0.320, -0.675, -0.034], [-1.632, 1.608, 0.377], [-1.969, 0.028, -0.371]],
  "forces_ev_per_angstrom": [[-1.18, 1.55, -0.29], [-2.38, -0.19, 1.98], [1.93, -2.72, 1.87], [0.80, 0.51, 0.91], [-0.49, -0.83, -0.46], [-0.27, 0.58, -0.52], [-0.39, -0.12, -0.77], [2.80, -0.36, -2.11], [-0.35, 0.74, -0.15], [-0.46, 0.83, -0.45]],
  "orbital_gap_ha": 0.3326,
  "total_charge": 0
}

{
  "formula": "C2H3F3N2",
  "method": "wB97M-V/def2-TZVPD",
  "elements": ["C", "C", "N", "F", "N", "F", "F", "H", "H", "H"],
  "xyz": [[-1.301, 0.076, 0.008], [0.203, 0.271, 0.143], [0.698, 1.723, 0.299], [2.033, 1.918, 0.162], [0.913, -0.838, 0.162], [0.446, -2.025, -0.314], [2.208, -0.766, -0.319], [-1.542, -0.847, -0.529], [-1.885, -0.387, 0.871], [-1.774, 0.875, -0.485]],
  "forces_ev_per_angstrom": [[0.00, -2.50, 1.40], [-0.18, 7.18, -0.09], [-3.91, -6.08, -0.84], [0.86, -0.78, 0.06], [3.16, -1.60, 0.79], [-0.46, 0.44, -0.32], [-0.81, 0.17, 0.21], [0.82, 0.28, -1.16], [1.03, 1.78, 0.06], [-0.52, 1.13, -0.10]],
  "orbital_gap_ha": [0.3357, 0.3358],
  "total_charge": 0,
  "smiles": "C/C(=N/F)N(F)F"
}